Density functional theory data (wB97M-V/def2-TZVPD) for a structure of composition C33H45BiN5S.

Positions of all 85 atoms, in Å:
Bi 0.363 -0.134 -0.700
N 1.190 1.090 -2.781
N -1.654 -0.640 -2.840
C -1.739 1.321 1.810
C -2.288 2.169 0.808
C -1.255 3.028 0.346
C -1.342 4.027 -0.742
H -2.342 4.035 -1.189
H -0.614 3.819 -1.542
H -1.129 5.041 -0.367
C -0.074 2.733 1.073
C 1.232 3.424 0.930
H 1.328 4.230 1.679
H 1.340 3.886 -0.062
H 2.088 2.748 1.070
C -0.373 1.683 1.987
C 0.560 1.117 2.993
H 1.561 0.916 2.580
H 0.178 0.178 3.412
H 0.690 1.824 3.830
C -3.668 2.122 0.278
H -4.075 3.135 0.134
H -4.337 1.586 0.964
H -3.713 1.613 -0.700
C -2.415 0.214 2.528
H -1.895 -0.746 2.375
H -3.449 0.080 2.188
H -2.438 0.401 3.616
C 2.427 1.398 -3.255
H 3.108 1.881 -2.546
C 2.806 1.134 -4.571
H 3.820 1.368 -4.881
C 1.880 0.571 -5.457
H 2.169 0.311 -6.475
C 0.579 0.369 -5.025
H -0.207 -0.041 -5.653
C 0.242 0.685 -3.689
C -1.090 0.579 -3.177
H -1.745 1.449 -3.084
C -1.301 -1.349 -1.685
C -2.812 -1.182 -3.397
H -3.189 -0.824 -4.342
C -3.265 -2.092 -2.541
H -4.167 -2.672 -2.585
N -2.427 -2.101 -1.418
C -2.851 -2.634 -0.165
C -4.140 -2.315 0.297
C -4.583 -2.895 1.491
H -5.590 -2.668 1.852
C -3.772 -3.755 2.232
C -4.304 -4.424 3.467
H -3.803 -4.065 4.375
H -4.163 -5.512 3.427
H -5.375 -4.223 3.568
C -2.466 -3.986 1.793
H -1.795 -4.615 2.386
C -1.997 -3.456 0.584
C -0.623 -3.794 0.108
H -0.610 -4.230 -0.901
H -0.196 -4.538 0.795
H 0.050 -2.920 0.111
C -5.038 -1.359 -0.424
H -5.503 -1.811 -1.312
H -4.530 -0.434 -0.730
H -5.861 -1.066 0.240
C 6.253 0.534 -1.099
C 5.445 1.470 -0.234
N 4.035 1.008 0.007
C 3.761 -0.284 0.369
S 2.698 -1.321 -0.563
N 4.341 -0.815 1.445
C 5.137 -0.064 2.452
C 4.485 1.206 2.945
H 6.365 -0.451 -0.633
H 7.254 0.952 -1.243
H 5.779 0.435 -2.085
H 5.902 1.635 0.746
H 5.365 2.455 -0.712
H 3.399 1.340 -0.725
H 4.008 -1.743 1.685
H 5.253 -0.771 3.282
H 6.128 0.123 2.024
H 3.602 0.986 3.556
H 5.188 1.761 3.576
H 4.193 1.859 2.115

The calculation puts the HOMO energy (spin up / spin down) at -1.83 / -1.71 eV. For the electronic energy, the calculation gives -59071.95888 eV. As for the total charge: -1. The spin multiplicity is 1. The calculation puts the orbital gap (spin up / spin down) at 4.4233 / 4.3005 eV. The value obtained for the largest force on an atom is 3.222 eV Å⁻¹.

***

Density functional theory data (wB97M-V/def2-TZVPD) for the molecule C4H5NS3.

Positions of all 13 atoms, in Å:
S 2.331 -1.713 -0.297
C 0.924 -0.720 -0.101
C 1.126 0.739 -0.233
C -0.232 1.491 0.220
S -1.856 0.757 -0.381
C -1.642 -0.982 -0.012
S -2.879 -2.067 -0.200
N -0.258 -1.276 0.385
H 1.193 0.897 -1.403
H 2.129 0.913 0.392
H -0.369 1.765 1.322
H -0.249 2.403 -0.435
H -0.220 -2.208 0.744

The calculation puts the HOMO energy at -8.88 eV. For the electronic energy, the calculation gives -38223.42985 eV. As for the total charge: 0. The spin multiplicity is 1. The calculation puts the orbital gap at 7.9426 eV. Its SMILES is S=C1CCSC(=S)N1. The value obtained for the largest force on an atom is 3.897 eV Å⁻¹.

***

Density functional theory data (wB97M-V/def2-TZVPD) for a structure of composition C7H18AuI2NO3P2.

Positions of all 34 atoms, in Å:
I 1.653 1.518 2.025
I -1.653 -2.168 -1.967
Au 0.292 -0.040 0.222
P 0.910 1.437 -1.715
C 0.047 3.066 -2.062
C 2.612 2.009 -1.470
H 3.020 2.480 -2.373
H 1.518 1.292 -4.096
H 3.231 1.156 -1.214
H 1.399 -0.324 -3.289
H -0.014 3.522 -1.028
H 2.653 2.708 -0.631
C 0.938 0.672 -3.383
H 0.616 3.743 -2.722
H -0.107 0.532 -3.717
H -1.005 2.984 -2.416
P -0.456 -1.751 1.655
C -1.942 -1.333 2.658
C -0.782 -3.413 0.949
H 1.819 -2.130 2.280
H 0.697 -2.971 3.421
H 0.967 -1.159 3.518
C 0.887 -2.039 2.857
H 0.018 -3.607 0.215
H -0.803 -4.178 1.754
H -2.121 -2.152 3.389
H -2.806 -1.232 1.970
H -1.745 -3.355 0.388
H -1.760 -0.373 3.181
C -1.543 1.113 0.296
O -2.296 1.695 0.989
O -3.527 2.541 -1.654
N -3.130 1.389 -1.598
O -1.792 1.223 -1.453

As for the expectation value of S²: 2.15. The calculation puts the HOMO energy (spin up / spin down) at -16.60 / -16.13 eV. For the electronic energy, the calculation gives -53632.33307 eV. As for the total charge: +2. The spin multiplicity is 3. The calculation puts the orbital gap (spin up / spin down) at 5.8117 / 5.2020 eV. The value obtained for the largest force on an atom is 5.087 eV Å⁻¹.

***

Question: Look up the total charge of the third one.
Answer: +2

***

Question: What is the total charge in the first record?
Answer: -1

***

Question: Look up the electronic energy of the second one.
Answer: -38223.42985 eV

***

Question: Which value of total charge does entry 3 give?
Answer: +2